# 1
DFT (ωB97M-V/def2-TZVPD) results for 14 unconnected molecules or ions with the total composition C42H84O42 in a non-equilibrium geometry.

Its LUMO energy is 0.076 eV. As for the orbital gap: 10.62 eV. The calculation puts the HOMO energy at -10.544 eV.

Structure (XYZ):
```
168
C42H84O42 ωB97M-V/def2-TZVPD
C 4.9563 0.2119 -8.7397
O 4.9753 0.3874 -10.1794
C 5.5983 1.4794 -10.6657
O 5.7043 2.4963 -10.0263
O 5.6116 1.3436 -12.0526
C 5.9731 2.4733 -12.8485
H 4.6853 -0.8080 -8.4668
H 4.2340 0.9036 -8.3062
H 5.8886 0.5839 -8.3147
H 6.0004 3.3795 -12.2434
H 5.1526 2.6062 -13.5536
H 6.8781 2.3289 -13.4387
C 4.6788 -3.9337 -2.4425
O 4.3017 -5.0854 -3.1352
C 3.5123 -5.0733 -4.1638
O 3.0108 -4.0805 -4.6715
O 3.3926 -6.3579 -4.5582
C 2.6384 -6.7496 -5.6366
H 5.4277 -3.2608 -2.8602
H 5.0430 -4.2216 -1.4564
H 3.7372 -3.4246 -2.2368
H 2.8126 -6.2285 -6.5780
H 1.5682 -6.7319 -5.4306
H 2.9702 -7.7618 -5.8675
C -5.9869 1.3125 -0.2084
O -7.2574 1.4792 -0.8063
C -8.3406 0.8515 -0.1512
O -8.2698 0.0250 0.8011
O -9.4720 1.1940 -0.8462
C -10.7586 0.7774 -0.2794
H -5.8907 1.6863 0.8110
H -5.3047 1.8955 -0.8270
H -5.7305 0.2541 -0.1625
H -11.5745 1.1584 -0.8936
H -10.8210 1.2182 0.7155
H -10.9042 -0.3028 -0.2778
C -1.7425 -4.8191 7.2426
O -0.3362 -4.7970 7.5539
C -0.0650 -4.1692 8.7795
O -0.9116 -3.4805 9.4078
O 1.0681 -4.5280 9.2985
C 1.6017 -3.8868 10.5026
H -2.1113 -5.2783 6.3254
H -2.0772 -3.7836 7.1816
H -2.2445 -5.2008 8.1316
H 1.2594 -4.4095 11.3958
H 1.2987 -2.8506 10.6526
H 2.6844 -3.9289 10.6208
C -1.2761 -0.8046 1.8236
O -0.8012 -0.7006 0.4368
C 0.1222 0.3343 0.1474
O 0.5965 1.1258 0.9050
O 0.3848 0.2410 -1.1764
C 1.2661 1.1220 -1.8528
H -1.0365 0.0008 2.5179
H -0.8759 -1.7913 2.0569
H -2.3549 -0.7484 1.6779
H 0.7975 2.0752 -2.0974
H 1.3852 0.6041 -2.8045
H 2.2653 1.1220 -1.4173
C -1.8141 5.2388 -6.3987
O -1.9334 6.4717 -5.7839
C -0.8783 7.0946 -5.1537
O 0.1440 6.5062 -4.9561
O -1.0952 8.4483 -5.0507
C -0.0239 9.2411 -4.6132
H -2.1338 4.4269 -5.7455
H -0.9454 4.9838 -7.0058
H -2.5866 5.1875 -7.1659
H 0.3794 8.8530 -3.6779
H -0.2334 10.2604 -4.2889
H 0.7310 9.2673 -5.3990
C -4.0301 1.6110 7.4941
O -5.4724 1.4812 7.5570
C -6.0427 1.1290 6.4131
O -5.4704 0.8361 5.3640
O -7.2714 1.2923 6.6649
C -8.1607 1.3880 5.5619
H -3.5584 2.0452 6.6127
H -3.5291 0.6523 7.6281
H -3.7079 2.2584 8.3097
H -7.7981 1.9354 4.6920
H -9.0791 1.8417 5.9347
H -8.2935 0.3550 5.2404
C 2.1095 2.3827 10.1945
O 1.9231 1.7542 8.9768
C 2.8608 0.7990 8.5361
O 3.9488 0.4937 9.0526
O 2.3256 0.2175 7.4737
C 3.0344 -0.8590 6.8610
H 3.0717 2.2382 10.6858
H 1.3125 2.0068 10.8361
H 2.0657 3.4717 10.1782
H 3.7118 -0.5436 6.0675
H 2.2864 -1.5515 6.4749
H 3.5916 -1.4405 7.5954
C -3.3254 -1.5001 -11.8944
O -2.5239 -1.7400 -10.7522
C -2.0397 -0.8429 -9.9325
O -2.0843 0.3710 -10.1788
O -1.5727 -1.4874 -8.8634
C -0.8689 -0.8406 -7.8422
H -3.6030 -2.3883 -12.4620
H -2.7020 -0.9859 -12.6258
H -4.1513 -0.8258 -11.6679
H 0.0236 -0.4528 -8.3331
H -0.6319 -1.5316 -7.0332
H -1.4378 -0.0840 -7.3017
C -6.9096 -5.3294 1.6598
O -6.7963 -5.5064 3.0473
C -7.3670 -6.5610 3.6424
O -8.0115 -7.4853 3.1059
O -7.0880 -6.4656 5.0244
C -7.1221 -7.6604 5.8788
H -6.6630 -4.3233 1.3203
H -7.9110 -5.5232 1.2754
H -6.3008 -6.0577 1.1242
H -7.0900 -7.4809 6.9534
H -6.3267 -8.4051 5.9066
H -8.0644 -8.1453 5.6235
C 5.9576 2.4512 2.8500
O 7.2229 3.1283 2.8311
C 8.0728 2.9588 3.8124
O 7.8836 2.4291 4.9004
O 9.2611 3.5468 3.4229
C 10.3260 3.7516 4.4224
H 5.1546 2.8157 2.2094
H 5.5893 2.4759 3.8756
H 5.9420 1.3866 2.6164
H 11.1608 4.1256 3.8296
H 10.5275 2.8272 4.9638
H 9.9970 4.5352 5.1049
C 6.9290 3.6268 -4.7610
O 7.7320 3.3045 -3.6350
C 7.7476 2.0956 -3.1855
O 6.9930 1.1373 -3.4235
O 8.7597 1.9231 -2.2621
C 8.5840 0.8180 -1.2763
H 7.2618 4.4324 -5.4156
H 5.8937 3.6329 -4.4199
H 6.9909 2.8441 -5.5170
H 7.5891 0.6795 -0.8530
H 9.2852 0.9476 -0.4519
H 8.6251 -0.1276 -1.8170
C 4.1344 -7.5289 1.7432
O 2.7579 -7.7933 1.5356
C 1.8224 -6.7819 1.5146
O 1.9643 -5.6219 1.8090
O 0.6710 -7.3325 1.2059
C -0.5293 -6.5889 1.2791
H 4.3122 -6.8906 0.8777
H 4.9060 -8.2944 1.8252
H 4.3721 -6.9061 2.6055
H -1.2843 -7.2083 0.7948
H -0.5039 -5.6013 0.8187
H -0.7254 -6.4101 2.3363
C -6.9184 7.7511 -0.3002
O -6.1395 7.0387 0.6425
C -4.7789 7.0421 0.4788
O -4.1697 7.7524 -0.3302
O -4.1913 6.1251 1.3144
C -2.8069 5.9065 1.3717
H -6.8298 8.8123 -0.0681
H -7.9600 7.4330 -0.3457
H -6.5679 7.6990 -1.3310
H -2.3400 5.8882 0.3869
H -2.5992 5.0377 1.9963
H -2.2904 6.7298 1.8653
```

Mulliken atomic charge list, values in e, 4 entries:
1. C -0.58
2. O -0.29
3. C 0.77
4. O -0.55

***

# 2
DFT (ωB97M-V/def2-TZVPD) results for 9 unconnected molecules or ions with the total composition C42H86BN10O30P2S2 in a non-equilibrium geometry.

Its LUMO energy is -3.439 eV. As for the orbital gap: 7.66 eV. As for the charge: +1. The calculation puts the HOMO energy at -11.099 eV.

Structure (XYZ):
```
173
C42H86BN10O30P2S2 ωB97M-V/def2-TZVPD
N 5.1265 -1.1145 0.3639
C 4.1142 -1.1007 -0.4085
N 3.9788 -0.1673 -1.4885
N 3.0601 -2.0069 -0.1407
C 2.2607 -2.5341 -1.2580
C 0.7705 -2.4708 -0.9016
C 0.1572 -1.0894 -1.2096
C -0.6203 -0.4486 -0.0466
N -1.9911 0.0145 -0.4448
C -2.9104 0.1340 0.5819
N -3.6368 -0.8340 1.0684
C -4.5575 -0.5082 2.1815
C -5.2540 -1.6395 2.9255
C -4.3668 -2.5245 3.8238
S -5.1164 -4.1230 4.2740
C -4.3338 -5.3664 3.2459
S -3.0812 -6.2152 3.7920
N -4.9142 -5.5934 1.9998
C -4.2705 -6.0717 0.8588
C -5.2219 -6.0981 -0.1262
N -6.4483 -5.6801 0.3655
C -6.2387 -5.3895 1.6375
P -3.6587 -2.5779 0.3861
O -4.0815 -2.1854 -1.1164
O -2.1210 -2.8681 0.1343
N -3.0412 1.4821 0.9877
P -2.0795 2.0180 2.2611
N -1.1315 3.1664 1.8866
O -3.0650 2.3547 3.4754
O -1.3423 0.6743 2.7063
C -3.0211 2.1298 -0.3541
C -3.1048 3.6524 -0.4778
C -4.2661 4.0388 -1.3858
C -5.6433 3.9457 -0.6759
N -6.4847 2.8110 -1.0209
C -1.9434 1.3388 -1.1347
B -2.4244 1.0676 -2.6279
O -3.7247 0.6954 -2.8506
O -1.5662 1.1687 -3.6885
H 5.7698 -0.3756 0.0988
H 3.0877 0.3125 -1.4644
H 4.0748 -0.6615 -2.3690
H 3.5285 -2.7854 0.3102
H 2.5379 -3.5596 -1.4889
H 2.4092 -1.9614 -2.1687
H 0.2638 -3.2766 -1.4315
H 0.7119 -2.6731 0.1642
H 0.9854 -0.4244 -1.4406
H -0.4656 -1.1415 -2.1009
H -0.6794 -1.1144 0.8025
H -0.0611 0.4152 0.3078
H -5.3406 0.1116 1.7450
H -4.0339 0.1074 2.9038
H -5.8872 -2.2478 2.2888
H -5.9336 -1.1137 3.5949
H -3.3891 -2.7008 3.3820
H -4.2213 -2.0225 4.7744
H -3.2262 -6.3184 0.8532
H -5.0041 -6.4103 -1.1338
H -7.0060 -5.0305 2.2995
H -4.8837 -1.6464 -1.1284
H -1.8136 -2.5473 -0.7298
H -1.2931 3.9982 2.4404
H -3.9976 2.2667 3.2458
H -1.5004 0.4919 3.6457
H -3.9449 1.7610 -0.8018
H -2.1778 3.9901 -0.9370
H -3.2131 4.1082 0.4983
H -4.1238 5.0574 -1.7381
H -4.2953 3.4015 -2.2693
H -6.2132 4.8415 -0.9029
H -5.4638 3.9208 0.3975
H -6.6901 2.7580 -2.0074
H -6.1493 1.9309 -0.6645
H -0.9974 1.8618 -0.9966
H -3.7947 0.0025 -3.5166
H -0.7651 1.6377 -3.4325
C 4.5954 -5.6384 4.3197
O 3.4293 -5.2153 3.6045
C 2.3111 -5.2420 4.3184
O 2.2042 -5.5817 5.4669
O 1.3095 -4.8226 3.5377
C 0.0378 -4.8107 4.1904
H 5.4190 -5.5620 3.6174
H 4.7768 -4.9871 5.1717
H 4.4859 -6.6678 4.6525
H 0.0482 -4.1383 5.0463
H -0.2393 -5.8122 4.5113
H -0.6808 -4.4545 3.4565
C -1.8375 -8.6339 -3.7570
O -2.8144 -9.4766 -4.3648
C -4.0300 -9.3959 -3.8237
O -4.3420 -8.6864 -2.9009
O -4.8306 -10.2293 -4.4728
C -6.1809 -10.2552 -3.9952
H -0.9122 -8.8098 -4.2974
H -2.1231 -7.5865 -3.8484
H -1.7031 -8.8933 -2.7086
H -6.6419 -9.2753 -4.0981
H -6.2128 -10.5760 -2.9565
H -6.7035 -10.9740 -4.6176
C 0.4545 2.5209 4.9783
O 0.3192 1.3304 5.7665
C 1.1684 1.2463 6.7973
O 1.9917 2.0681 7.0887
O 0.9351 0.1006 7.4310
C 1.7811 -0.1254 8.5661
H -0.2946 2.4127 4.2029
H 0.2585 3.4097 5.5748
H 1.4408 2.5854 4.5252
H 1.6390 0.6553 9.3097
H 2.8245 -0.1653 8.2623
H 1.4808 -1.0840 8.9770
C 6.2963 -1.6145 -6.1436
O 5.4546 -2.4658 -6.9271
C 4.2540 -2.6919 -6.4113
O 3.8349 -2.2488 -5.3702
O 3.5879 -3.4927 -7.2377
C 2.2670 -3.8277 -6.8121
H 7.2282 -1.5288 -6.6925
H 5.8459 -0.6306 -6.0297
H 6.4854 -2.0560 -5.1672
H 1.6530 -2.9332 -6.7254
H 2.2937 -4.3564 -5.8608
H 1.8603 -4.4774 -7.5806
C 7.3917 5.2806 2.1343
O 6.8139 5.2479 0.8198
C 6.7372 4.0236 0.3003
O 7.0970 3.0060 0.8300
O 6.2026 4.1145 -0.9184
C 6.0576 2.8576 -1.5843
H 7.4130 6.3254 2.4281
H 6.7811 4.7171 2.8362
H 8.4068 4.8899 2.1181
H 5.3927 2.2004 -1.0288
H 7.0263 2.3810 -1.7221
H 5.6223 3.0717 -2.5562
C 4.0295 6.1434 0.1847
O 2.7399 6.5478 -0.3022
C 1.7296 6.2552 0.5048
O 1.8018 5.6975 1.5686
O 0.5989 6.6805 -0.0691
C -0.5734 6.4330 0.7059
H 4.7506 6.4459 -0.5646
H 4.2529 6.6391 1.1264
H 4.0649 5.0656 0.3078
H -0.5190 6.9513 1.6616
H -0.7074 5.3650 0.8718
H -1.4041 6.8265 0.1262
C 13.4465 7.0497 2.0119
O 13.3517 6.0268 1.0164
C 12.3644 5.1586 1.2133
O 11.5806 5.1729 2.1266
O 12.3872 4.2655 0.2259
C 11.3693 3.2648 0.3161
H 14.2859 7.6732 1.7210
H 12.5370 7.6462 2.0366
H 13.6334 6.6153 2.9915
H 10.3795 3.7161 0.2758
H 11.4759 2.6888 1.2327
H 11.5110 2.6162 -0.5428
C -11.5830 4.6481 -3.4175
O -10.2892 4.0332 -3.4529
C -9.5889 4.3017 -4.5504
O -9.9410 4.9886 -5.4696
O -8.4124 3.6720 -4.4577
C -7.5554 3.8772 -5.5849
H -12.0327 4.3445 -2.4777
H -11.4926 5.7314 -3.4496
H -12.1942 4.3009 -4.2473
H -7.3160 4.9322 -5.6998
H -8.0181 3.5000 -6.4941
H -6.6476 3.3166 -5.3786
```

Mulliken atomic charge list, values in e, 4 entries:
1. N -0.76
2. C 0.37
3. N -0.45
4. N -0.09